[1]
{
  "formula": "C30H72Cl4F6N4O13P",
  "method": "ωB97M-V/def2-TZVPD",
  "charge": -1,
  "max_force_ha_per_bohr": 0.039,
  "e_lumo_ha": 0.079,
  "species": ["P", "F", "F", "F", "F", "F", "F", "C", "C", "C", "O", "C", "N", "H", "H", "H", "H", "H", "H", "H", "H", "H", "H", "H", "C", "C", "C", "O", "C", "N", "H", "H", "H", "H", "H", "H", "H", "H", "H", "H", "H", "C", "C", "C", "O", "C", "N", "H", "H", "H", "H", "H", "H", "H", "H", "H", "H", "H", "C", "C", "C", "O", "C", "N", "H", "H", "H", "H", "H", "H", "H", "H", "H", "H", "H", "C", "C", "O", "C", "O", "O", "C", "H", "H", "H", "H", "H", "H", "H", "H", "C", "C", "O", "C", "O", "O", "C", "H", "H", "H", "H", "H", "H", "H", "H", "C", "C", "O", "C", "O", "O", "C", "H", "H", "H", "H", "H", "H", "H", "H", "C", "Cl", "Cl", "H", "H", "C", "Cl", "Cl", "H", "H"],
  "xyz": [[3.515, -29.245, 10.529], [3.038, -30.790, 10.424], [2.125, -28.862, 9.781], [2.873, -29.211, 12.030], [3.880, -27.701, 10.829], [4.962, -29.768, 11.087], [4.219, -29.181, 9.060], [6.066, -32.650, 13.311], [5.434, -31.831, 14.431], [6.244, -30.570, 14.724], [5.722, -29.945, 15.885], [6.100, -28.590, 15.935], [4.097, -31.456, 13.917], [5.528, -33.586, 13.184], [7.115, -32.897, 13.515], [6.110, -32.050, 12.400], [5.403, -32.355, 15.389], [6.308, -29.931, 13.837], [7.266, -30.931, 14.938], [7.181, -28.397, 15.862], [5.696, -28.196, 16.866], [5.736, -27.969, 15.105], [4.298, -30.995, 13.032], [3.720, -30.674, 14.452], [1.325, -23.729, 16.365], [1.546, -24.933, 17.282], [2.406, -26.048, 16.722], [1.802, -26.628, 15.585], [2.689, -26.733, 14.490], [2.128, -24.455, 18.580], [0.647, -23.036, 16.866], [0.790, -24.093, 15.485], [2.249, -23.208, 16.112], [0.563, -25.339, 17.540], [2.662, -26.869, 17.406], [3.407, -25.597, 16.603], [3.241, -25.841, 14.195], [2.087, -27.064, 13.638], [3.365, -27.594, 14.550], [2.396, -23.484, 18.470], [2.991, -24.976, 18.715], [2.804, -35.110, 11.177], [2.213, -34.300, 12.350], [1.168, -33.330, 11.818], [0.731, -32.519, 12.910], [0.282, -31.278, 12.416], [1.681, -35.205, 13.384], [3.609, -35.733, 11.575], [3.160, -34.493, 10.348], [2.074, -35.773, 10.694], [3.103, -33.759, 12.678], [0.322, -33.925, 11.446], [1.574, -32.702, 11.030], [0.993, -30.789, 11.748], [0.150, -30.601, 13.263], [-0.691, -31.291, 11.907], [2.459, -35.813, 13.652], [1.165, -35.896, 12.826], [10.573, -28.307, 7.095], [10.152, -29.787, 7.046], [9.299, -30.115, 8.256], [8.179, -29.268, 8.350], [7.443, -29.488, 9.561], [9.500, -30.026, 5.754], [9.733, -27.716, 6.724], [11.453, -28.092, 6.492], [10.743, -27.975, 8.119], [10.979, -30.504, 7.117], [9.829, -30.143, 9.224], [8.944, -31.166, 8.206], [7.011, -30.489, 9.486], [6.671, -28.726, 9.565], [8.067, -29.385, 10.452], [8.681, -29.419, 5.769], [9.115, -30.967, 5.718], [1.446, -36.014, 6.269], [0.707, -35.921, 7.603], [1.003, -34.725, 8.319], [0.421, -33.610, 7.916], [-0.404, -33.536, 7.040], [0.940, -32.601, 8.601], [0.856, -31.263, 8.091], [1.037, -35.368, 5.497], [1.406, -37.070, 6.008], [2.469, -35.684, 6.453], [1.035, -36.718, 8.272], [-0.369, -36.094, 7.533], [0.855, -31.340, 7.002], [1.769, -30.735, 8.348], [-0.040, -30.813, 8.509], [9.246, -23.366, 16.035], [8.508, -24.655, 15.775], [8.118, -24.784, 14.419], [6.924, -25.295, 14.155], [5.961, -25.290, 14.887], [6.954, -25.835, 12.952], [5.760, -26.239, 12.311], [9.541, -23.288, 17.085], [8.661, -22.490, 15.771], [10.233, -23.347, 15.561], [7.647, -24.592, 16.449], [8.996, -25.563, 16.130], [4.951, -25.505, 12.312], [5.394, -27.176, 12.726], [5.943, -26.357, 11.248], [0.231, -25.334, 12.101], [1.288, -24.823, 11.160], [1.228, -25.448, 9.880], [0.899, -24.679, 8.828], [0.590, -23.519, 8.870], [0.961, -25.329, 7.681], [0.877, -26.755, 7.651], [-0.717, -24.975, 11.682], [0.406, -24.898, 13.081], [0.154, -26.419, 12.055], [2.266, -25.060, 11.592], [1.270, -23.740, 11.050], [1.409, -27.255, 8.459], [1.313, -27.087, 6.712], [-0.164, -27.078, 7.692], [5.259, -25.899, 8.061], [6.889, -26.471, 7.632], [5.175, -24.640, 9.330], [4.779, -25.545, 7.154], [4.685, -26.772, 8.361], [5.564, -29.528, 6.356], [4.366, -28.351, 5.840], [5.903, -30.673, 5.059], [6.512, -29.072, 6.633], [5.232, -30.000, 7.279]],
  "atomic_forces_ev_per_a": [[-0.317, -0.498, 0.787], [0.585, -0.045, -0.523], [-0.018, 0.571, 0.649], [-0.071, -0.324, -0.327], [0.318, 0.193, -0.953], [-0.366, 0.374, 0.445], [-0.107, -0.131, 0.028], [0.889, 0.036, 0.623], [-0.441, 1.193, -0.742], [0.857, -1.416, 0.317], [0.249, 0.524, -0.901], [-0.035, 0.644, -0.009], [0.291, 0.168, 0.323], [-0.129, 0.087, -0.304], [-0.096, -0.078, 0.222], [-0.400, -0.163, -0.158], [-0.388, -0.311, -0.182], [-0.333, 0.284, 0.106], [0.135, 0.394, 0.056], [0.157, -0.531, 0.471], [0.159, 0.156, -0.003], [-0.557, -0.359, 0.006], [-0.275, -0.242, -0.277], [-0.080, -0.345, 0.354], [-0.476, -0.872, -0.027], [-0.336, 0.371, 1.443], [0.668, 0.073, 0.135], [0.805, 0.876, -0.149], [-0.569, -1.411, -1.322], [0.126, -0.511, -0.656], [0.087, 0.090, 0.067], [0.275, 0.259, -0.229], [0.066, -0.122, -0.149], [-0.039, -0.067, -0.250], [-0.675, 0.175, 0.551], [-0.118, -0.028, -1.010], [-0.041, 0.253, 0.480], [-0.183, 0.405, -0.015], [0.366, 0.253, 0.650], [0.097, 0.012, 0.076], [-0.006, 0.189, 0.325], [-0.431, -0.229, -0.336], [0.868, -0.235, -1.366], [0.073, -0.429, 1.531], [-0.142, 0.267, -0.990], [-0.230, 0.839, 0.505], [0.270, -0.624, -0.676], [0.118, 0.011, -0.208], [0.251, 0.167, 0.264], [-0.119, -0.033, 0.288], [-0.529, 0.391, 0.771], [-0.121, 0.109, -0.267], [0.102, -0.124, -0.139], [0.142, -0.234, -0.012], [0.074, -0.123, 0.135], [-0.043, -0.499, -0.090], [0.084, 0.429, 0.386], [-0.497, 0.294, 0.323], [-0.074, -0.394, 0.134], [0.204, 0.114, 0.266], [-0.867, -1.089, 0.568], [0.382, 0.255, 0.358], [0.026, 0.133, -1.130], [-0.446, 0.228, 0.393], [0.072, 0.076, -0.059], [-0.030, -0.070, -0.092], [0.134, -0.078, 0.010], [0.318, 0.395, -0.075], [0.446, 0.583, -0.271], [-0.016, 0.104, -0.403], [-0.194, 0.032, 0.431], [-0.134, -0.175, 0.162], [0.135, -0.061, -0.009], [0.037, -0.101, -0.382], [0.108, 0.007, 0.017], [-0.195, 0.197, 0.899], [-0.243, -0.495, 0.073], [0.277, -0.413, 0.513], [-0.089, 0.855, -0.634], [-0.120, 0.061, -0.086], [0.641, -0.327, 0.515], [-0.055, -0.567, -0.756], [-0.258, -0.145, -0.016], [0.218, 0.088, -0.465], [0.136, -0.303, -0.121], [0.347, 0.115, -0.030], [-0.059, 0.466, -0.319], [-0.521, 0.252, 0.030], [-0.178, -0.127, 0.525], [0.070, 0.331, -0.222], [1.429, -0.239, -0.048], [-1.089, 0.435, 1.648], [0.841, 0.046, -0.094], [-1.316, -0.550, 0.147], [0.268, 0.131, 0.016], [0.882, 0.591, -0.505], [-1.083, -0.350, -0.330], [-0.520, -0.132, 0.156], [-0.014, -0.037, -0.137], [-0.292, 0.169, -0.502], [-0.421, -0.163, -0.552], [0.579, 0.049, -0.448], [0.218, 0.187, 0.634], [0.009, 0.016, 0.041], [0.599, -0.284, 0.179], [-0.895, 0.432, -1.366], [1.131, 0.207, 0.726], [-0.146, -0.019, -0.332], [-0.101, 0.261, 0.652], [0.136, 0.098, 0.123], [-0.050, -0.390, -0.513], [0.198, -0.719, 0.106], [-0.142, 0.049, 0.474], [-0.136, -0.360, 0.193], [0.366, -0.041, 0.499], [0.081, -0.185, -0.364], [-0.278, -0.049, -0.110], [0.066, 0.324, 0.011], [-0.043, 0.190, -0.093], [-0.090, 0.172, -0.040], [-0.516, -0.357, -0.262], [-0.189, 0.415, 0.350], [0.179, -0.385, -0.638], [0.226, 0.425, 0.054], [0.165, 0.069, 0.489], [0.557, -0.011, 0.687], [-0.078, 0.207, 0.027], [-0.007, -0.369, 0.001], [-0.156, 0.431, -0.315], [-0.387, -0.322, -0.434]],
  "lowdin_charge": [0.215, -0.152, -0.163, -0.164, -0.157, -0.173, -0.181, -0.062, -0.414, -0.227, -0.168, -0.123, 0.067, 0.067, 0.073, 0.074, 0.137, 0.125, 0.123, 0.086, 0.089, 0.059, 0.034, 0.071, -0.058, -0.421, -0.229, -0.158, -0.107, 0.027, 0.075, 0.065, 0.081, 0.129, 0.129, 0.122, 0.080, 0.074, 0.080, 0.049, 0.052, -0.077, -0.427, -0.198, -0.167, -0.125, 0.044, 0.068, 0.077, 0.061, 0.111, 0.131, 0.093, 0.054, 0.086, 0.083, 0.061, 0.064, -0.052, -0.428, -0.243, -0.261, -0.094, 0.041, 0.061, 0.071, 0.079, 0.133, 0.123, 0.125, 0.093, 0.051, 0.094, 0.044, 0.060, -0.056, -0.221, 0.018, -0.616, 0.122, -0.015, -0.008, 0.074, 0.075, 0.084, 0.115, 0.124, 0.097, 0.066, 0.104, -0.072, -0.235, 0.052, -0.606, 0.107, 0.024, -0.074, 0.077, 0.082, 0.075, 0.117, 0.128, 0.083, 0.083, 0.042, -0.054, -0.223, 0.013, -0.607, 0.122, 0.013, -0.031, 0.083, 0.068, 0.084, 0.109, 0.121, 0.067, 0.084, 0.098, -0.997, 0.573, 0.557, 0.015, -0.011, -1.052, 0.551, 0.518, -0.030, 0.019]
}



[2]
{
  "formula": "C3H9N3O2",
  "method": "ωB97M-V/def2-TZVPD",
  "charge": -2,
  "max_force_ha_per_bohr": 0.074,
  "relative_energy_kcal_mol": 0.0,
  "e_lumo_ha": 0.181,
  "species": ["C", "C", "C", "N", "N", "N", "O", "O", "H", "H", "H", "H", "H", "H", "H", "H", "H"],
  "xyz": [[0.709, -0.577, 2.225], [-0.071, 0.400, -0.053], [0.739, -0.554, 0.733], [1.282, -1.544, 0.115], [-1.871, -1.834, -2.290], [-0.610, -1.956, -2.465], [-2.756, -2.695, -2.341], [-0.102, -0.772, -2.662], [1.239, 0.255, 2.750], [-0.236, -0.568, 2.568], [1.122, -1.505, 2.639], [-0.166, 0.030, -1.054], [0.465, 1.316, -0.168], [-1.002, 0.671, 0.473], [2.264, 11.603, 2.614], [1.084, -1.532, -0.906], [-2.089, -0.738, -2.178]],
  "atomic_forces_ev_per_a": [[3.734, 0.166, 0.258], [-0.421, 0.966, 1.290], [0.121, -2.212, -1.308], [0.118, 0.271, 0.506], [1.372, 3.524, 0.189], [-1.004, 0.171, -0.557], [-1.576, -1.734, 0.309], [0.905, -0.108, -0.058], [-0.287, -0.299, -0.640], [-3.610, 0.338, 0.998], [0.256, 0.139, -0.478], [-0.594, -0.199, -0.504], [0.508, 0.998, 0.078], [0.087, -0.227, -0.350], [0.011, 0.060, 0.020], [0.169, 0.361, 0.727], [0.210, -2.214, -0.481]],
  "lowdin_charge": [-0.076, -0.073, -0.479, 0.117, -0.319, -0.139, -0.216, -0.344, 0.086, 0.019, 0.071, -0.001, 0.069, 0.083, -1.000, 0.020, 0.183]
}